# 1
{
  "formula": "C62H73N3O6PS2Sr",
  "method": "wB97M-V/def2-TZVPD",
  "elements": ["Sr", "C", "C", "C", "C", "C", "C", "C", "N", "C", "C", "C", "C", "C", "C", "O", "C", "C", "C", "C", "C", "C", "C", "C", "C", "O", "C", "C", "C", "C", "C", "C", "H", "H", "H", "H", "H", "H", "H", "H", "H", "H", "H", "H", "H", "H", "H", "H", "H", "H", "H", "H", "H", "H", "H", "H", "H", "H", "H", "H", "H", "H", "H", "H", "H", "H", "H", "H", "H", "H", "H", "H", "O", "C", "O", "C", "P", "C", "C", "C", "C", "C", "C", "C", "C", "C", "C", "C", "C", "H", "H", "H", "H", "H", "H", "H", "H", "H", "H", "H", "H", "S", "C", "N", "C", "C", "N", "C", "C", "C", "C", "C", "C", "C", "C", "S", "C", "C", "C", "C", "C", "C", "C", "H", "H", "H", "H", "H", "H", "H", "H", "H", "H", "H", "H", "H", "H", "H", "H", "H", "H", "C", "C", "O", "O", "H", "H", "H"],
  "positions_angstrom": [[-1.08151, -0.05206, -1.33776], [0.75952, -1.99922, 5.95765], [-0.12826, -0.77776, 5.67654], [0.70761, 0.47448, 5.94047], [-1.30560, -0.77843, 6.65933], [-0.65303, -0.84107, 4.24438], [-0.42331, 0.17531, 3.32463], [-0.87764, 0.12908, 2.01346], [-0.67849, 1.15409, 1.08885], [0.43605, 1.90949, 1.14746], [1.71406, 1.45309, 1.56372], [2.85600, 2.22319, 1.52014], [2.77140, 3.52801, 1.05050], [1.54986, 4.08248, 0.66870], [0.42166, 3.27377, 0.72355], [-0.83508, 3.94121, 0.51594], [1.50059, 5.55876, 0.26908], [0.91321, 5.71437, -1.13744], [2.89509, 6.19759, 0.20651], [0.71139, 6.35308, 1.31907], [4.20181, 1.62706, 1.94472], [4.06594, 0.86238, 3.26577], [4.69601, 0.67328, 0.85337], [5.26007, 2.71342, 2.14417], [-1.68036, -0.99589, 1.60958], [-2.15703, -1.04044, 0.39779], [-1.90946, -2.03953, 2.53274], [-1.39111, -1.94140, 3.82156], [-2.68561, -3.28570, 2.09766], [-2.84402, -4.30499, 3.23169], [-1.92324, -3.98156, 0.96862], [-4.09462, -2.91811, 1.62133], [1.16513, -1.95837, 6.97248], [1.59339, -2.03392, 5.25546], [0.20360, -2.92973, 5.85444], [1.07491, 0.46063, 6.96843], [0.12643, 1.38559, 5.80501], [1.56931, 0.53039, 5.27636], [-0.94989, -0.76634, 7.69256], [-1.93025, -1.66006, 6.52597], [-1.93592, 0.09713, 6.50305], [0.14753, 1.04757, 3.61779], [1.76197, 0.43828, 1.92691], [3.65695, 4.13729, 1.01486], [1.61633, 5.33331, -1.87765], [0.72288, 6.76711, -1.36055], [-0.01033, 5.16419, -1.26120], [3.52818, 5.72137, -0.54090], [3.41099, 6.16260, 1.16567], [2.78175, 7.24736, -0.06987], [-0.26220, 5.92058, 1.53102], [0.57476, 7.38643, 0.98867], [1.27361, 6.37366, 2.25424], [3.40570, 0.00247, 3.18257], [3.66429, 1.50874, 4.04770], [5.04306, 0.49814, 3.58989], [3.98676, -0.12953, 0.69019], [5.65890, 0.23769, 1.13341], [4.81666, 1.20269, -0.09243], [4.92765, 3.47014, 2.85539], [5.50537, 3.21750, 1.20887], [6.17868, 2.26683, 2.52759], [-1.57529, -2.74548, 4.51811], [-1.88174, -4.66727, 3.59498], [-3.40641, -5.16566, 2.86286], [-3.39051, -3.89215, 4.08121], [-0.95495, -4.30341, 1.34797], [-1.77025, -3.31288, 0.12298], [-2.47201, -4.86612, 0.63184], [-4.66500, -2.47892, 2.44275], [-4.62504, -3.81495, 1.28822], [-4.04372, -2.19945, 0.80974], [-1.34849, 2.32736, -3.69759], [-1.47993, 2.80261, -2.60124], [-0.99451, 2.31947, -1.48352], [-2.25481, 4.01465, -2.11861], [-2.12835, 3.63755, -0.33321], [-3.09682, 5.11467, 0.17986], [-4.42850, 5.02311, 0.56901], [-5.17771, 6.16538, 0.81043], [-4.60939, 7.41963, 0.66723], [-3.28312, 7.52287, 0.27743], [-2.54118, 6.38345, 0.03532], [-3.23576, 2.30913, 0.14407], [-3.42277, 2.00373, 1.49187], [-4.34983, 1.05324, 1.85893], [-5.10735, 0.40300, 0.88972], [-4.92638, 0.70002, -0.44563], [-3.99253, 1.66025, -0.82176], [-3.28594, 4.10804, -2.46128], [-1.73412, 4.94884, -2.34015], [-4.90025, 4.05796, 0.69563], [-6.20970, 6.06564, 1.11894], [-5.19058, 8.31044, 0.85926], [-2.82014, 8.49476, 0.16386], [-1.50945, 6.48823, -0.26916], [-2.80292, 2.47220, 2.24431], [-4.45223, 0.77977, 2.90050], [-5.80711, -0.36692, 1.18489], [-5.46362, 0.16095, -1.21226], [-3.84771, 1.83337, -1.87935], [1.42602, 0.22622, -3.20893], [1.49452, -1.42249, -3.12477], [1.12652, -2.27516, -4.09343], [1.42276, -3.68818, -4.00241], [2.80327, -3.82296, -3.37908], [2.74735, -3.23464, -2.05523], [3.44947, -3.96144, -1.00240], [2.87013, -5.33545, -0.76916], [3.65079, -6.47042, -0.93842], [3.11290, -7.73425, -0.73753], [1.78681, -7.86554, -0.37361], [0.99702, -6.73410, -0.21066], [1.53304, -5.47393, -0.40582], [1.98369, -2.14104, -1.81829], [1.49969, -1.54915, -0.35961], [0.32509, -1.86338, -5.24076], [1.12153, -1.90286, -6.51393], [0.83259, -2.82791, -7.50767], [1.57939, -2.86871, -8.67620], [2.62658, -1.98251, -8.85515], [2.92101, -1.05389, -7.86627], [2.17405, -1.01178, -6.70422], [1.40523, -4.09238, -5.01715], [0.65440, -4.19023, -3.39855], [3.57034, -3.33830, -3.99498], [3.06308, -4.87562, -3.24942], [3.39735, -3.35256, -0.09702], [4.49854, -4.04605, -1.30474], [4.69031, -6.36392, -1.22556], [3.73253, -8.61166, -0.86877], [1.36279, -8.84843, -0.21646], [-0.03945, -6.82652, 0.07687], [0.91415, -4.59910, -0.27778], [-0.05507, -0.86068, -5.03157], [-0.52805, -2.54640, -5.28965], [0.00803, -3.51661, -7.36727], [1.33900, -3.59253, -9.44347], [3.21231, -2.00946, -9.76416], [3.73317, -0.35355, -8.00626], [2.39501, -0.28501, -5.93628], [-3.54389, -3.01281, -2.81437], [-2.55049, -1.86973, -2.68242], [-1.33505, -2.16732, -2.52801], [-2.98900, -0.69903, -2.67346], [-3.70539, -3.42692, -1.81947], [-3.13150, -3.80848, -3.43370], [-4.49461, -2.66799, -3.21059]],
  "e_above_lowest_kcal_mol": 5.5,
  "total_charge": -1,
  "orbital_gap_ev": 4.739,
  "homo_ha": -0.1038
}

# 2
{
  "formula": "C3H6N2O",
  "method": "wB97M-V/def2-TZVPD",
  "elements": ["O", "N", "C", "C", "N", "C", "H", "H", "H", "H", "H", "H"],
  "positions_angstrom": [[2.15239, -0.70269, 1.00872], [1.54411, 0.47810, 0.58622], [0.41810, 0.23867, 0.06655], [-0.65662, 1.14428, -0.47831], [-1.59720, 0.01598, -0.29193], [-0.48449, -0.94978, -0.15023], [2.98418, -0.38937, 1.38669], [-0.45896, 1.40183, -1.53134], [-0.89888, 2.05139, 0.08228], [-2.21906, -0.15594, -1.07302], [-0.21794, -1.48561, -1.07567], [-0.58452, -1.66710, 0.66845]],
  "e_above_lowest_kcal_mol": 82.1,
  "orbital_gap_ev": 10.217,
  "homo_ha": -0.3377
}

# 3
{
  "formula": "C2H3ClFNO",
  "method": "wB97M-V/def2-TZVPD",
  "elements": ["C", "C", "N", "O", "F", "Cl", "H", "H", "H"],
  "positions_angstrom": [[0.80989, 2.62964, -0.63830], [-0.12533, 0.11197, -0.10652], [-0.57397, 0.91882, -1.22827], [0.38987, 3.68012, -0.35459], [2.02979, 2.20553, -0.81660], [-2.10280, 1.57816, -0.94680], [0.89470, -0.20070, -0.32720], [-0.13867, 0.64946, 0.84912], [-0.75001, -0.77557, 0.01851]],
  "e_above_lowest_kcal_mol": 96.1,
  "orbital_gap_ev": [8.810, 8.501],
  "homo_ha": [-0.3524, -0.3424]
}

Calculated max |F|, 0.022 0.013 0.053 hartree/bohr (same order as the records).